Below is a cluster of 4 separate species, C19H49F4N2O13P3Si in total, with properties calculated with ωB97M-V/def2-TZVPD.

Each line ends with the Mulliken charge.
Geometry (Å):
C -1.58 2.83 -3.17  -0.724
C -0.21 3.22 -3.88  -0.636
C 0.49 2.00 -4.69  -0.192
N -0.21 0.69 -4.53  -0.306
Si 0.76 -0.43 -3.49  -0.248
C -0.10 -2.18 -3.62  -0.507
O 0.90 -3.23 -3.72  -0.422
C 0.34 -4.47 -4.05  0.826
F -1.04 -4.51 -4.09  -0.227
F 0.74 -5.38 -3.04  -0.269
F 0.88 -5.01 -5.24  -0.247
C 0.73 0.30 -1.73  -0.239
C -0.26 -0.40 -0.72  0.249
C -1.81 -0.31 -1.11  -1.291
F -0.13 0.32 0.55  -0.390
N 2.43 -0.53 -4.11  0.053
C 3.37 -1.13 -3.12  -0.205
C 4.66 -1.85 -3.77  -0.989
H -2.14 3.78 -2.85  0.368
H -1.43 2.23 -2.21  0.024
H -2.27 2.29 -3.89  0.229
H -0.37 4.08 -4.61  0.378
H 0.50 3.60 -3.06  0.292
H 0.56 2.32 -5.79  0.421
H 1.57 1.97 -4.31  -0.155
H -0.38 0.24 -5.44  0.285
H -0.81 -2.33 -2.75  0.335
H -0.74 -2.11 -4.57  0.325
H 1.78 0.20 -1.29  0.399
H 0.56 1.43 -1.84  0.194
H 0.05 -1.47 -0.50  0.304
H -2.01 0.04 -2.16  0.275
H -2.28 -1.33 -0.88  0.332
H -2.32 0.44 -0.41  0.411
H 2.48 -1.09 -4.98  0.206
H 2.87 -1.89 -2.41  0.180
H 3.78 -0.26 -2.48  0.204
H 4.92 -2.78 -3.17  0.326
H 5.55 -1.14 -3.72  0.199
H 4.51 -2.11 -4.88  0.243
C -1.23 -4.50 2.68  -0.504
O -2.14 -3.98 3.65  -0.330
P -3.12 -2.79 3.20  0.973
O -3.46 -2.76 1.76  -0.701
O -2.39 -1.48 3.75  -0.238
C -1.16 -1.11 3.16  -0.300
O -4.37 -2.95 4.18  -0.334
C -4.16 -2.81 5.58  -0.580
H -1.62 -5.45 2.30  0.278
H -1.08 -3.81 1.85  0.154
H -0.27 -4.68 3.17  0.258
H -1.20 -1.21 2.07  -0.040
H -0.36 -1.73 3.56  0.298
H -0.95 -0.07 3.41  0.247
H -4.03 -1.76 5.84  0.287
H -3.29 -3.38 5.91  0.300
H -5.04 -3.19 6.11  0.227
C 4.78 4.64 -5.95  -0.698
O 5.25 3.40 -6.46  -0.366
P 5.42 2.18 -5.43  1.090
O 4.52 2.21 -4.26  -0.588
O 6.98 2.20 -5.08  -0.347
C 7.49 3.30 -4.35  -0.678
O 5.27 0.89 -6.36  -0.215
C 6.21 0.68 -7.40  -0.702
H 3.72 4.75 -6.21  0.279
H 4.90 4.72 -4.87  0.320
H 5.34 5.45 -6.43  0.263
H 6.82 3.56 -3.53  0.309
H 7.62 4.15 -5.01  0.260
H 8.46 3.03 -3.93  0.264
H 7.16 0.34 -6.99  0.278
H 6.37 1.60 -7.98  0.299
H 5.82 -0.09 -8.07  0.221
C -3.06 1.51 8.81  -0.677
O -3.91 0.71 9.62  -0.321
P -5.27 0.16 8.98  1.066
O -5.24 -0.04 7.52  -0.630
O -6.38 1.19 9.50  -0.318
C -6.33 2.53 9.01  -0.637
O -5.58 -1.15 9.83  -0.333
C -5.80 -1.02 11.23  -0.600
H -2.22 0.90 8.46  0.273
H -3.58 1.92 7.94  0.326
H -2.67 2.33 9.41  0.256
H -6.13 2.55 7.94  0.308
H -5.55 3.08 9.55  0.262
H -7.29 3.01 9.20  0.255
H -6.80 -0.61 11.41  0.247
H -5.05 -0.38 11.70  0.297
H -5.75 -2.01 11.69  0.232

## Properties
**Max |F|**: 3.083 eV Å⁻¹
**HOMO-LUMO gap**: 9.5 eV
**Charge**: 0
**HOMO level**: -8.9 eV

Below is an isolated molecule of C4H7Cl, with properties calculated with ωB97M-V/def2-TZVPD.

Each line ends with the Mulliken charge.
Geometry (Å):
C 1.19 -0.22 -1.05  -0.909
C 0.45 -1.05 -0.08  -0.107
C -0.57 -0.61 0.59  -0.147
C -0.93 0.82 0.95  -0.622
Cl -2.16 1.81 -0.07  -0.216
H 0.70 0.75 -0.94  0.212
H 1.05 -0.57 -2.05  0.301
H 2.26 -0.16 -0.83  0.256
H 0.85 -2.05 0.04  0.371
H -1.48 -1.20 0.74  0.266
H -1.29 0.98 1.99  0.331
H -0.06 1.48 0.69  0.265

## Properties
**Max |F|**: 4.611 eV Å⁻¹
**HOMO-LUMO gap**: 10.2 eV
**Charge**: 0
**HOMO level**: -9.4 eV

Below is a structure of composition C39H29CrN5O4P, with properties calculated with ωB97M-V/def2-TZVPD.

Each line ends with the Mulliken spin population.
Geometry (Å):
Cr -1.27 -0.54 1.28  3.619
O -1.24 -4.45 2.96  0.007
C -1.37 -3.23 2.79  0.023
N -1.86 -2.53 1.76  -0.027
C -2.58 -3.14 0.70  0.058
C -3.00 -4.48 0.64  0.003
C -3.77 -4.93 -0.44  -0.003
C -4.12 -4.08 -1.47  0.001
C -3.72 -2.75 -1.43  -0.005
C -2.96 -2.27 -0.36  0.040
N -2.57 -0.92 -0.17  -0.036
C -2.94 0.09 -0.95  0.063
O -3.54 0.12 -2.03  0.025
C -2.57 1.42 -0.31  0.091
C -3.01 2.62 -0.86  -0.012
C -2.77 3.80 -0.19  0.023
C -2.10 3.75 1.02  -0.011
C -1.67 2.52 1.49  0.075
N -1.89 1.38 0.84  -0.116
C -0.87 -2.37 3.94  -0.002
C 0.32 -2.71 4.57  -0.008
C 0.76 -1.96 5.64  0.003
C -0.03 -0.91 6.09  0.003
C -1.22 -0.66 5.42  0.012
N -1.63 -1.36 4.36  0.044
H -2.73 -5.15 1.42  0.000
H -4.08 -5.97 -0.46  0.000
H -4.71 -4.44 -2.31  0.000
H -3.99 -2.07 -2.22  0.001
H -3.54 2.56 -1.81  0.000
H -3.11 4.74 -0.59  0.003
H -1.90 4.64 1.60  0.000
H -1.12 2.44 2.42  -0.007
H 0.89 -3.55 4.18  -0.001
H 1.70 -2.19 6.12  0.000
H 0.26 -0.30 6.94  0.000
H -1.87 0.15 5.75  -0.003
O 2.23 -1.65 1.88  0.011
C 1.80 -1.46 0.73  0.005
O 0.61 -1.46 0.33  0.011
C 2.82 -1.04 -0.31  0.011
C 4.06 -1.68 -0.30  0.002
C 5.01 -1.41 -1.27  0.000
C 4.73 -0.48 -2.27  0.001
C 3.52 0.18 -2.26  -0.005
C 2.56 -0.07 -1.28  -0.004
P 0.97 0.87 -1.27  0.011
C 1.52 2.61 -1.57  0.006
C 0.60 3.55 -2.06  0.002
C 0.87 4.91 -2.05  -0.002
C 2.07 5.38 -1.53  0.001
C 2.99 4.47 -1.02  -0.001
C 2.72 3.11 -1.04  0.001
C 0.33 0.33 -2.90  -0.020
C 0.39 1.08 -4.08  -0.001
C -0.12 0.57 -5.27  0.000
C -0.69 -0.70 -5.29  0.000
C -0.75 -1.45 -4.12  0.001
C -0.25 -0.94 -2.94  0.006
H 4.25 -2.40 0.48  0.000
H 5.96 -1.93 -1.26  0.000
H 5.46 -0.27 -3.05  0.000
H 3.30 0.92 -3.03  0.000
H -0.35 3.20 -2.46  0.002
H 0.14 5.61 -2.45  0.000
H 2.28 6.44 -1.51  0.000
H 3.93 4.82 -0.62  0.000
H 3.46 2.41 -0.65  0.000
H 0.85 2.06 -4.08  0.000
H -0.07 1.16 -6.17  0.000
H -1.10 -1.09 -6.21  0.000
H -1.20 -2.44 -4.13  0.000
H -0.29 -1.53 -2.02  0.009
C 2.28 1.00 3.68  0.001
C 1.06 0.58 3.00  0.109
N 0.13 0.14 2.52  -0.027
H 2.11 1.06 4.75  0.001
H 2.59 1.97 3.30  0.003
H 3.06 0.26 3.48  0.002

## Properties
**Max |F|**: 1.262 eV Å⁻¹
**Spin multiplicity**: 5
**HOMO-LUMO gap (spin up / spin down)**: 6.1 / 6.4 eV
**Charge**: -1
**HOMO level (spin up / spin down)**: -3.9 / -4.2 eV

Below is a cluster of 2 separate species, C3H2FNOS in total, with properties calculated with ωB97M-V/def2-TZVPD.

Each line ends with the Mulliken charge.
Geometry (Å):
C 0.54 0.65 2.02  -0.127
C 1.02 -0.55 -2.18  -0.116
C 0.46 -1.31 -1.46  0.007
N -0.43 0.61 1.34  -0.027
O -2.48 1.79 0.51  -0.542
F -0.32 -2.04 -0.78  -0.228
S -1.57 0.71 0.21  0.416
H 0.98 0.01 2.76  0.282
H 1.79 0.12 -2.43  0.335

## Properties
**Max |F|**: 1.389 eV Å⁻¹
**HOMO-LUMO gap (spin up / spin down)**: 7.4 / 7.6 eV
**Charge**: 0
**HOMO level (spin up / spin down)**: -7.9 / -8.0 eV

Below is an isolated molecule of C4H9NOS2, with properties calculated with ωB97M-V/def2-TZVPD.

Each line ends with the Mulliken charge.
Geometry (Å):
C -0.64 -1.98 -2.56  -0.891
C 0.70 -1.39 -2.37  0.639
O 1.54 -1.27 -3.24  -0.613
N 1.03 -0.96 -1.10  -0.142
C 0.24 -1.00 0.11  -0.641
C -0.57 0.24 0.27  -0.613
S 0.17 1.60 1.29  -0.029
S -0.98 1.47 2.93  -0.228
H -0.49 -3.06 -2.71  0.263
H -1.40 -1.69 -3.30  0.317
H -1.37 -2.00 -1.68  0.209
H 1.78 -0.31 -0.99  0.243
H -0.51 -1.81 0.04  0.272
H 0.86 -1.26 1.06  0.303
H -0.82 0.70 -0.71  0.372
H -1.63 0.12 0.64  0.388
H -1.99 2.34 2.83  0.150

## Properties
**Max |F|**: 3.818 eV Å⁻¹
**HOMO-LUMO gap**: 9.9 eV
**Charge**: 0
**HOMO level**: -9.5 eV

Below is a cluster of 2 separate species, CHCl4P in total, with properties calculated with ωB97M-V/def2-TZVPD.

Each line ends with the Mulliken charge.
Geometry (Å):
C -1.01 -0.39 -0.03  0.134
P 1.56 0.40 0.88  0.206
Cl -1.87 1.10 0.00  -0.088
Cl -0.76 -1.03 -1.61  -0.088
Cl -1.60 -1.56 1.11  -0.106
Cl 1.61 2.00 -0.28  -0.139
H 2.06 -0.51 -0.07  0.082

## Properties
**Max |F|**: 1.909 eV Å⁻¹
**HOMO-LUMO gap (spin up / spin down)**: 7.6 / 7.3 eV
**Charge**: 0
**HOMO level (spin up / spin down)**: -8.9 / -8.5 eV